1.
Density functional theory data (wB97M-V/def2-TZVPD) for a molecular structure, C2H4HgO2.

Each line ends with the Löwdin charge.
Positions of all 9 atoms, in Å:
C (-0.220, -0.332, 0.426)  -0.09
C (0.759, -0.842, 1.154)  0.16
O (0.111, 0.479, -0.695)  -0.05
H (-1.281, -0.568, 0.415)  0.15
H (0.492, -1.527, 1.957)  0.12
H (1.788, -0.483, 1.096)  0.12
Hg (-1.426, 2.522, -1.564)  1.63
O (-1.027, 0.713, -1.529)  -0.29
H (0.803, 0.038, -1.259)  0.25

Computed properties:
2S+1	1
highest occupied orbital energy	-19.525	eV
energy relative to the best compared isomer or geometry (same formula, charge and spin)	0.570	eV
total energy	-10380.93822	eV
largest force on an atom	4.96	eV Å⁻¹
orbital gap	5.91	eV
net charge	+2

2.
Density functional theory data (wB97M-V/def2-TZVPD) for a single C2H4I2 molecule.

Each line ends with the Löwdin charge.
Positions of all 8 atoms, in Å:
C (0.431, 0.127, -0.690)  -0.80
C (-0.500, -0.010, 0.777)  -0.63
I (-0.817, 0.804, -2.194)  0.79
I (0.621, -1.202, 2.256)  0.65
H (0.903, -0.798, -1.091)  0.02
H (1.375, 0.697, -0.615)  0.03
H (-1.356, -0.484, 0.313)  0.00
H (-0.657, 0.866, 1.246)  -0.04

Computed properties:
2S+1	1
highest occupied orbital energy	-9.531	eV
energy relative to the best compared isomer or geometry (same formula, charge and spin)	0.958	eV
SMILES	ICCI
total energy	-18339.04762	eV
largest force on an atom	6.60	eV Å⁻¹
orbital gap	9.74	eV
net charge	0

3.
Density functional theory data (wB97M-V/def2-TZVPD) for 3 unconnected molecules or ions with the total composition C2H4I2NO3.

Each line ends with the Löwdin charge.
Positions of all 12 atoms, in Å:
C (3.805, -1.002, -0.400)  -0.41
C (1.843, 0.855, 0.830)  -0.86
N (0.367, 0.336, 0.579)  0.14
O (4.910, -1.116, -0.209)  0.31
O (2.427, 0.472, 1.776)  0.10
O (2.645, -0.935, -0.530)  0.09
I (2.378, 2.400, -0.548)  1.02
I (-1.184, -1.454, -2.261)  0.46
H (-0.456, 0.963, 0.190)  0.20
H (0.155, -0.299, 1.334)  0.14
H (0.501, -0.571, -0.038)  0.07
H (-2.822, -1.364, -1.947)  -0.26

Computed properties:
2S+1	1
highest occupied orbital energy	-13.763	eV
energy relative to the best compared isomer or geometry (same formula, charge and spin)	0.411	eV
total energy	-25965.05401	eV
largest force on an atom	2.97	eV Å⁻¹
orbital gap	9.21	eV
net charge	+1

4.
Density functional theory data (wB97M-V/def2-TZVPD) for a molecular structure, C2H4I2O.

Each line ends with the Löwdin charge.
Positions of all 9 atoms, in Å:
C (-2.598, -0.075, 0.061)  -0.15
C (1.399, -0.018, 0.795)  -1.07
O (-1.816, 0.774, -0.270)  -0.03
I (1.299, -1.967, 0.037)  0.56
I (3.132, 1.108, -0.146)  0.90
H (-2.245, -0.916, 0.824)  0.11
H (-3.662, -0.061, -0.143)  0.07
H (3.836, 0.525, -1.549)  -0.20
H (0.655, 0.630, 0.392)  -0.19

Computed properties:
2S+1	1
highest occupied orbital energy	-7.809	eV
energy relative to the best compared isomer or geometry (same formula, charge and spin)	4.780	eV
total energy	-20382.41416	eV
largest force on an atom	3.07	eV Å⁻¹
orbital gap	7.56	eV
net charge	0

5.
Density functional theory data (wB97M-V/def2-TZVPD) for a molecular structure, C2H4I3N2.

Each line ends with the Löwdin charge.
Positions of all 11 atoms, in Å:
C (0.784, 0.298, -0.059)  -0.96
C (-1.773, 0.191, 0.072)  -0.08
N (1.901, -0.362, -0.264)  -1.05
N (-0.391, -0.330, 0.045)  -0.09
I (0.710, 2.400, -0.244)  1.01
I (2.028, -2.456, -0.115)  0.92
I (3.695, 0.554, -0.217)  0.89
H (-2.472, -0.506, 0.592)  0.12
H (-2.072, 0.356, -0.958)  0.10
H (-1.842, 1.084, 0.663)  0.05
H (-0.567, -1.231, 0.485)  0.10

Computed properties:
2S+1	1
highest occupied orbital energy	-13.404	eV
energy relative to the best compared isomer or geometry (same formula, charge and spin)	0.000	eV
total energy	-29412.30119	eV
largest force on an atom	1.93	eV Å⁻¹
orbital gap	7.85	eV
net charge	+1

6.
Density functional theory data (wB97M-V/def2-TZVPD) for 2 unconnected molecules or ions with the total composition C2H4IN.

Each line ends with the Löwdin charge.
Positions of all 8 atoms, in Å:
C (-0.098, 0.311, -0.325)  -0.29
C (-1.070, 0.412, -1.159)  0.00
N (0.725, 0.120, 0.543)  0.08
I (1.813, -2.032, 2.871)  0.48
H (-1.103, -0.359, -1.911)  0.06
H (0.746, -1.611, 1.930)  -0.49
H (-1.720, 1.226, -1.128)  0.04
H (1.669, 0.582, 0.527)  0.10

Computed properties:
2S+1	1
highest occupied orbital energy	-9.255	eV
energy relative to the best compared isomer or geometry (same formula, charge and spin)	1.327	eV
SMILES	C=C=N.I
total energy	-11727.68280	eV
largest force on an atom	3.57	eV Å⁻¹
orbital gap	10.03	eV
net charge	0

7.
Density functional theory data (wB97M-V/def2-TZVPD) for 2 unconnected molecules or ions with the total composition C2H4IN.

Each line ends with the Löwdin charge.
Positions of all 8 atoms, in Å:
C (-0.909, -1.189, 0.015)  -0.32
C (0.597, 1.323, -0.080)  -0.55
N (-1.192, -0.022, 0.131)  0.01
I (2.116, -0.068, -0.087)  0.83
H (-1.686, -1.983, 0.069)  0.08
H (0.099, -1.755, -0.273)  0.00
H (0.668, 2.160, -0.741)  -0.03
H (0.307, 1.535, 0.965)  -0.02

Computed properties:
2S+1	1
highest occupied orbital energy (alpha / beta)	-8.730 / -8.633	eV
energy relative to the best compared isomer or geometry (same formula, charge and spin)	3.516	eV
total energy	-11725.49335	eV
largest force on an atom	4.50	eV Å⁻¹
orbital gap (alpha / beta)	8.45 / 8.35	eV
net charge	0

8.
Density functional theory data (wB97M-V/def2-TZVPD) for 2 unconnected molecules or ions with the total composition C2H4IN5O2PS.

Each line ends with the Löwdin charge.
Positions of all 16 atoms, in Å:
O (-2.637, 0.970, -0.985)  -0.41
P (-2.906, -0.630, -0.794)  0.52
I (-1.963, -1.552, -2.808)  0.53
C (-1.381, -0.911, 0.262)  -0.47
N (-1.353, -1.604, 1.407)  0.08
N (-0.131, -1.597, 1.874)  0.10
N (0.606, -0.912, 1.066)  0.11
N (-0.138, -0.464, 0.048)  -0.08
N (0.352, 0.283, -1.007)  0.09
C (0.661, 1.466, -0.791)  -0.73
S (1.170, 2.899, -0.652)  0.99
H (-3.370, 1.487, -0.617)  0.07
H (1.628, -0.737, 1.179)  0.14
O (2.995, 0.145, 0.838)  -0.03
H (3.920, 0.079, 0.575)  0.10
H (2.571, 0.739, 0.211)  -0.01

Computed properties:
2S+1	1
highest occupied orbital energy	-12.997	eV
total energy	-41899.37550	eV
largest force on an atom	0.58	eV Å⁻¹
orbital gap	8.03	eV
net charge	+1

9.
Density functional theory data (wB97M-V/def2-TZVPD) for a single C2H4INO molecule.

Each line ends with the Löwdin charge.
Positions of all 9 atoms, in Å:
C (0.020, -0.292, 0.613)  -0.69
C (0.108, -0.160, -0.800)  -0.40
N (0.543, -1.336, 1.258)  0.11
O (0.444, 0.997, -1.440)  -0.06
I (-1.166, 1.333, 1.537)  0.77
H (-1.004, -0.202, -1.022)  0.13
H (0.737, -0.916, -1.238)  0.14
H (0.307, -1.182, 2.173)  -0.02
H (0.011, 1.758, -1.082)  0.03

Computed properties:
2S+1	1
highest occupied orbital energy	-10.174	eV
energy relative to the best compared isomer or geometry (same formula, charge and spin)	0.970	eV
SMILES	[H]/N=C(\I)CO
total energy	-13775.45090	eV
largest force on an atom	6.43	eV Å⁻¹
orbital gap	10.13	eV
net charge	0

10.
Density functional theory data (wB97M-V/def2-TZVPD) for a single C2H4INO molecule.

Each line ends with the Löwdin charge.
Positions of all 9 atoms, in Å:
C (-1.628, -0.521, -0.349)  -1.01
C (0.598, 0.095, -0.535)  0.01
N (-1.566, -0.434, 0.885)  0.10
O (-0.681, -0.268, -1.162)  -0.18
I (-3.354, -1.236, -1.403)  0.79
H (1.218, 0.223, -1.429)  0.11
H (0.871, -0.710, -0.025)  0.03
H (0.219, 0.909, 0.173)  0.12
H (-2.383, -0.602, 1.389)  0.02

Computed properties:
2S+1	1
highest occupied orbital energy	-9.639	eV
energy relative to the best compared isomer or geometry (same formula, charge and spin)	0.564	eV
SMILES	[H]/N=C(\I)OC
total energy	-13775.85763	eV
largest force on an atom	5.08	eV Å⁻¹
orbital gap	10.14	eV
net charge	0

11.
Density functional theory data (wB97M-V/def2-TZVPD) for 2 unconnected molecules or ions with the total composition C2H4INO2.

Each line ends with the Löwdin charge.
Positions of all 10 atoms, in Å:
C (0.041, -0.956, 1.348)  -0.24
C (1.337, 1.622, -1.925)  -0.71
N (-0.979, -1.532, 0.657)  0.03
O (-0.431, -0.420, 2.472)  0.00
O (1.805, 2.679, -1.598)  -0.03
I (-0.678, 1.406, -2.628)  0.69
H (1.698, 0.610, -1.954)  0.03
H (-0.920, -2.000, -0.263)  0.09
H (-1.962, -1.538, 0.911)  0.09
H (0.088, 0.128, 2.980)  0.04

Computed properties:
2S+1	1
highest occupied orbital energy	-8.765	eV
energy relative to the best compared isomer or geometry (same formula, charge and spin)	2.063	eV
total energy	-15822.22506	eV
largest force on an atom	4.61	eV Å⁻¹
orbital gap	9.08	eV
net charge	0

12.
Density functional theory data (wB97M-V/def2-TZVPD) for 2 unconnected molecules or ions with the total composition C2H4INO2.

Each line ends with the Löwdin charge.
Positions of all 10 atoms, in Å:
C (-1.156, -0.558, -0.749)  0.08
C (0.405, -0.169, 0.628)  -0.64
N (0.911, 1.127, 0.315)  -0.53
O (2.060, 1.234, -0.037)  0.01
O (0.120, 2.037, 0.445)  0.06
I (1.803, -1.726, 0.572)  0.87
H (-0.611, -0.641, -1.676)  0.03
H (-1.742, 0.336, -0.639)  0.03
H (-1.574, -1.471, -0.375)  0.03
H (-0.215, -0.169, 1.517)  0.06

Computed properties:
2S+1	1
highest occupied orbital energy	-9.637	eV
energy relative to the best compared isomer or geometry (same formula, charge and spin)	4.635	eV
total energy	-15819.65310	eV
largest force on an atom	4.70	eV Å⁻¹
orbital gap	9.14	eV
net charge	0

13.
Density functional theory data (wB97M-V/def2-TZVPD) for a single C2H4INO2 molecule.

Each line ends with the Löwdin charge.
Positions of all 10 atoms, in Å:
C (-1.248, -0.364, 0.262)  -0.55
C (-0.210, 0.728, 0.100)  0.00
N (-0.905, -1.598, 0.188)  0.03
O (-2.431, 0.118, 0.605)  -0.57
O (0.433, -1.857, -0.033)  -0.06
I (-4.469, 0.009, -0.045)  0.81
H (-0.615, 1.697, 0.368)  0.08
H (0.642, 0.482, 0.732)  0.08
H (0.131, 0.736, -0.935)  0.09
H (0.447, -2.817, -0.169)  0.10

Computed properties:
2S+1	1
highest occupied orbital energy	-9.056	eV
energy relative to the best compared isomer or geometry (same formula, charge and spin)	3.127	eV
SMILES	C/C(=N\O)OI
total energy	-15821.16150	eV
largest force on an atom	2.51	eV Å⁻¹
orbital gap	6.94	eV
net charge	0

14.
Density functional theory data (wB97M-V/def2-TZVPD) for a molecular structure, C2H4IrO3.

Each line ends with the Mulliken spin population.
Positions of all 10 atoms, in Å:
O (-0.188, 0.828, -1.481)  0.44
C (-0.088, 0.886, -0.279)  -0.11
Ir (2.305, 0.446, -0.492)  2.84
O (0.156, -0.212, 0.416)  0.45
O (0.860, 1.746, 0.169)  0.11
H (0.533, 2.535, 0.627)  0.00
C (-0.740, -1.342, 0.280)  0.13
H (-0.093, -2.173, -0.013)  0.03
H (-1.223, -1.438, 1.255)  0.10
H (-1.521, -1.277, -0.483)  0.03

Computed properties:
2S+1	5
highest occupied orbital energy (alpha / beta)	-28.769 / -28.035	eV
energy relative to the best compared isomer or geometry (same formula, charge and spin)	0.218	eV
total energy	-11070.60441	eV
largest force on an atom	4.18	eV Å⁻¹
orbital gap (alpha / beta)	10.18 / 6.60	eV
net charge	+3

15.
Density functional theory data (wB97M-V/def2-TZVPD) for a molecular structure, C2H4LaO2.

Each line ends with the Löwdin charge.
Positions of all 9 atoms, in Å:
O (0.652, 0.888, -0.979)  -0.12
H (1.059, 1.020, -1.850)  0.16
O (-0.390, 0.581, 1.322)  -0.19
La (-0.407, -1.432, -0.262)  2.68
H (-0.798, 0.569, 2.198)  0.15
C (0.349, 1.778, 1.117)  -0.16
C (0.900, 1.938, -0.178)  0.00
H (-0.163, 2.828, 0.558)  0.28
H (1.048, 2.043, 1.919)  0.19

Computed properties:
2S+1	1
highest occupied orbital energy	-21.825	eV
energy relative to the best compared isomer or geometry (same formula, charge and spin)	3.224	eV
total energy	-7055.07079	eV
largest force on an atom	3.25	eV Å⁻¹
orbital gap	5.69	eV
net charge	+3

16.
Density functional theory data (wB97M-V/def2-TZVPD) for a molecular structure, C2H4LiO2V.

Each line ends with the Mulliken spin population.
Positions of all 10 atoms, in Å:
O (2.066, 0.008, 1.562)  0.01
H (2.846, -0.408, 1.923)  0.00
C (0.170, -0.304, -1.387)  0.00
C (-0.879, 0.325, -0.802)  -0.01
O (-1.196, 0.234, 0.489)  0.09
H (0.712, -1.094, -0.855)  0.00
H (0.369, -0.143, -2.447)  0.00
H (-1.693, 0.678, -1.457)  -0.02
V (-2.710, 0.887, 1.415)  3.04
Li (0.314, -0.183, 1.559)  -0.10

Computed properties:
2S+1	4
highest occupied orbital energy (alpha / beta)	-2.537 / -1.621	eV
energy relative to the best compared isomer or geometry (same formula, charge and spin)	0.000	eV
total energy	-32124.97807	eV
largest force on an atom	2.08	eV Å⁻¹
orbital gap (alpha / beta)	5.52 / 4.69	eV
net charge	-1

17.
Density functional theory data (wB97M-V/def2-TZVPD) for a single C2H4N2 molecule.

Each line ends with the Löwdin charge.
Positions of all 8 atoms, in Å:
C (0.129, -0.642, -0.532)  -0.20
C (0.512, 0.107, 0.646)  -0.12
N (-0.746, 1.088, 0.469)  0.02
N (0.056, 0.788, -0.620)  -0.09
H (0.998, -0.976, -1.041)  0.08
H (-0.765, -1.457, -0.371)  0.16
H (1.458, 0.411, 1.017)  0.10
H (-1.641, 0.680, 0.433)  0.05

Computed properties:
2S+1	1
highest occupied orbital energy	-9.669	eV
energy relative to the best compared isomer or geometry (same formula, charge and spin)	4.540	eV
SMILES	C1[C@@H]2NN12
total energy	-5114.42033	eV
largest force on an atom	4.32	eV Å⁻¹
orbital gap	10.83	eV
net charge	0

18.
Density functional theory data (wB97M-V/def2-TZVPD) for 2 unconnected molecules or ions with the total composition C2H4N2.

Each line ends with the Löwdin charge.
Positions of all 8 atoms, in Å:
C (-1.365, -0.035, 0.002)  -0.30
C (-0.003, -0.205, 0.332)  -0.32
N (-2.475, 0.082, -0.266)  0.15
N (0.884, 0.781, -0.002)  0.03
H (0.187, -0.706, 1.272)  0.09
H (0.189, -1.771, -0.658)  0.15
H (0.728, 1.259, -0.878)  0.10
H (1.854, 0.595, 0.197)  0.10

Computed properties:
2S+1	1
highest occupied orbital energy	-8.932	eV
energy relative to the best compared isomer or geometry (same formula, charge and spin)	3.130	eV
total energy	-5115.82966	eV
largest force on an atom	3.83	eV Å⁻¹
orbital gap	8.88	eV
net charge	0

19.
Density functional theory data (wB97M-V/def2-TZVPD) for 2 unconnected molecules or ions with the total composition C2H4N2.

Each line ends with the Löwdin charge.
Positions of all 8 atoms, in Å:
C (-0.721, -0.002, -1.188)  -0.14
C (0.097, 0.324, -0.273)  -0.04
N (0.661, -0.090, 2.439)  -0.05
N (0.347, -1.004, 1.715)  0.04
H (-1.003, 0.719, -2.047)  0.07
H (-1.114, -1.034, -1.444)  0.07
H (0.684, 1.058, 0.241)  0.02
H (1.049, -0.259, 3.339)  0.04

Computed properties:
2S+1	1
highest occupied orbital energy (alpha / beta)	-8.427 / -7.776	eV
energy relative to the best compared isomer or geometry (same formula, charge and spin)	5.372	eV
total energy	-5113.58765	eV
largest force on an atom	4.06	eV Å⁻¹
orbital gap (alpha / beta)	9.08 / 8.32	eV
net charge	0

20.
Density functional theory data (wB97M-V/def2-TZVPD) for a single C2H4N2 molecule.

Each line ends with the Löwdin charge.
Positions of all 8 atoms, in Å:
C (-1.809, -0.236, 0.017)  -0.01
C (1.838, 0.232, -0.001)  0.03
N (-0.644, 0.375, -0.057)  -0.12
N (0.644, -0.372, 0.053)  -0.10
H (-2.752, 0.557, 0.037)  0.05
H (2.543, -0.621, -0.095)  0.00
H (-0.573, 1.334, 0.029)  0.08
H (0.347, -1.290, -0.090)  0.08

Computed properties:
2S+1	1
highest occupied orbital energy	-9.088	eV
energy relative to the best compared isomer or geometry (same formula, charge and spin)	5.764	eV
total energy	-5113.19639	eV
largest force on an atom	3.85	eV Å⁻¹
orbital gap	9.67	eV
net charge	0